(1)
This record from the OMol25 dataset describes a molecular structure, C3H11N2O4 at a distorted geometry. The level of theory is wB97M-V/def2-TZVPD.

Results
Energy   -531.090569 hartree
LUMO   -2.866 eV
Energy above the lowest of the compared OMol25 structures with the same formula, charge and spin   2.834 eV
Orbital gap   0.4162 Eh
Highest occupied orbital energy   -14.2 eV
Total charge   +1
M   139.13 g/mol

Geometry (Å):
1 C -2.5022 -0.2291 -0.2530
2 C 1.6257 0.2456 -0.0745
3 C 0.2841 -0.6830 0.0667
4 N 2.6095 -0.1365 0.9065
5 N -1.2801 0.4556 0.0490
6 O 2.0419 0.0156 -1.4126
7 O 1.2320 1.5881 0.1257
8 O -0.0583 -1.4048 -1.0116
9 O -0.0548 -1.4309 1.0923
10 H -2.5377 -0.4427 -1.3814
11 H -2.4789 -1.2419 0.1291
12 H -3.2903 0.3813 0.1737
13 H 2.3449 -0.1467 1.9062
14 H 3.0700 -0.9680 0.5249
15 H -1.0411 1.3045 -0.5252
16 H -1.3875 0.9090 0.9330
17 H 3.0234 0.1231 -1.4982
18 H 2.0352 2.1789 -0.0974
19 H 0.2470 -1.4207 -1.9069
20 H -0.8672 -1.9247 0.9538

Cartesian forces (eV/Å) of the 2 atoms listed first:
C -0.060 -0.727 -2.636
C -0.427 0.239 1.125

(2)
This record from the OMol25 dataset describes a molecular structure, C3H11N2OP3 at a distorted geometry. The level of theory is wB97M-V/def2-TZVPD.

Results
Energy   -1329.549512 hartree
LUMO   -1.003 eV
Energy above the lowest of the compared OMol25 structures with the same formula, charge and spin   0.154 eV
Orbital gap   0.2861 Eh
Highest occupied orbital energy   -8.8 eV
M   184.06 g/mol

Geometry (Å):
1 C -1.5553 1.5322 0.2281
2 C -0.7514 0.6190 -0.5629
3 C 0.0134 -0.3442 0.2902
4 N 2.5411 1.3907 0.4017
5 N 2.2483 -1.1804 0.2397
6 O 0.9789 -1.1523 -0.4257
7 P 2.0962 2.8307 -0.0050
8 P 3.0974 -2.6732 0.0528
9 P 3.3508 0.1285 -0.1686
10 H -2.1365 1.0014 0.9562
11 H -1.0764 2.2754 0.7342
12 H -2.2441 2.1149 -0.4828
13 H 0.0132 1.1253 -1.1953
14 H -1.2726 0.1077 -1.3508
15 H 0.6409 0.2858 1.0684
16 H -0.7577 -0.9112 0.9426
17 H 1.6696 3.1459 1.3937
18 H 1.9378 -3.2030 0.3515
19 H 3.1006 -3.1762 -1.3390
20 H 2.9600 0.1774 -1.4695

Cartesian forces (eV/Å) of the 2 atoms listed first:
C -3.472 0.541 -2.063
C 2.868 -0.732 -2.147

(3)
This record from the OMol25 dataset describes 2 unconnected molecules or ions with the total composition C3H11N2S at a distorted geometry. The level of theory is wB97M-V/def2-TZVPD.

Results
Energy   -628.283628 hartree
LUMO   -3.772 eV
Energy above the lowest of the compared OMol25 structures with the same formula, charge and spin   2.545 eV
Orbital gap   0.3592 Eh
Highest occupied orbital energy   -13.5 eV
Total charge   +1
M   107.20 g/mol

Geometry (Å):
1 C -0.5434 2.1540 -0.5047
2 C -1.1414 -1.7574 -0.1607
3 C 1.2643 0.3852 -0.3760
4 N 0.6253 1.3948 0.1882
5 N 0.1702 -1.4051 0.4165
6 S 2.8311 -0.3237 0.0369
7 H -0.3193 2.2409 -1.5993
8 H -1.4270 1.5785 -0.3060
9 H -0.5629 3.1566 -0.0702
10 H -1.2615 -2.8428 -0.0405
11 H -1.9875 -1.4471 0.4822
12 H -1.2889 -1.7952 -1.3258
13 H 0.8718 0.2868 -1.4022
14 H 0.8252 1.6207 1.2249
15 H 0.2337 -1.2011 1.4074
16 H 0.8297 -2.1693 0.1876
17 H 2.7153 -0.1290 1.4701

Cartesian forces (eV/Å) of the 2 atoms listed first:
C 2.127 -0.661 0.160
C -1.038 -2.378 -0.205

(4)
This record from the OMol25 dataset describes C3H11N3 in the gas phase at a distorted geometry. The level of theory is wB97M-V/def2-TZVPD.

Results
Energy   -285.125491 hartree
LUMO   0.969 eV
Energy above the lowest of the compared OMol25 structures with the same formula, charge and spin   1.424 eV
Orbital gap   0.3698 Eh
Highest occupied orbital energy   -9.1 eV
Structure (SMILES)   NCC(N)CN
M   89.14 g/mol

Geometry (Å):
1 N -1.7944 -0.1321 -1.0031
2 C -1.4073 -0.3382 0.4279
3 C 0.1044 -0.2589 0.5542
4 N 0.8226 -1.3917 -0.1041
5 C 0.7403 0.9294 -0.1215
6 N 2.2107 1.1404 0.0251
7 H -1.8199 0.9242 -1.1136
8 H -2.7076 -0.5484 -1.1297
9 H -1.9456 0.3680 1.1740
10 H -1.7750 -1.3714 0.7646
11 H 0.4044 -0.2226 1.6068
12 H 0.3584 -2.3620 0.1894
13 H 0.6411 -1.3272 -1.1921
14 H 0.6582 1.0325 -1.2108
15 H 0.2584 1.9115 0.2504
16 H 2.4295 1.3964 1.0074
17 H 2.8218 0.2499 -0.1247

Cartesian forces (eV/Å) of the 2 atoms listed first:
N 0.370 1.533 1.298
C -1.401 -0.417 0.714